Record 1
{
  "formula": "C22H26NO2",
  "method": "wB97M-V/def2-TZVPD",
  "de_lowest_kj_mol": 120.5,
  "orbital_gap_ev": 5.5,
  "lumo_ev": -5.55,
  "total_charge": 1,
  "elements": ["C", "C", "C", "C", "C", "C", "C", "C", "C", "H", "H", "H", "H", "H", "H", "H", "H", "H", "H", "H", "C", "C", "C", "C", "O", "C", "N", "C", "C", "C", "C", "C", "C", "C", "C", "O", "H", "H", "H", "H", "H", "H", "H", "H", "H", "H", "H", "H", "H", "H", "H"],
  "xyz": [[0.2780, -1.6951, 2.9327], [1.0488, -0.4122, 2.8917], [0.2780, 0.8352, 3.1255], [2.4723, -0.4455, 3.0686], [3.2613, 0.7492, 3.0173], [4.6354, 0.7257, 3.2517], [5.2941, -0.4846, 3.4956], [4.5688, -1.6826, 3.4729], [3.1950, -1.6754, 3.2310], [0.7773, -2.4619, 2.3295], [0.1748, -2.0823, 3.9594], [-0.7257, -1.5579, 2.5170], [0.8030, 1.7253, 2.7719], [-0.6725, 0.7951, 2.5785], [0.0121, 0.9785, 4.1917], [2.7777, 1.7023, 2.7838], [5.1939, 1.6642, 3.2435], [6.3632, -0.4942, 3.7292], [5.0749, -2.6336, 3.6581], [2.6541, -2.6227, 3.1925], [-3.6923, -0.9058, -4.2401], [-4.0132, -0.6919, -2.7826], [-4.7618, 0.6031, -2.5825], [-4.8052, -1.8672, -2.2493], [-2.7526, -0.6721, -1.9570], [-1.8594, 0.2912, -2.2425], [-0.8389, 0.3453, -1.2696], [-0.5833, -0.5148, -0.2046], [0.6784, -0.2610, 0.3066], [1.2137, 0.8727, -0.4108], [0.2663, 1.2248, -1.3891], [0.5407, 2.0851, -2.4217], [1.8033, 2.6963, -2.4404], [2.7553, 2.4008, -1.4499], [2.4745, 1.4820, -0.4280], [-1.8783, 1.0469, -3.2044], [-3.1075, -1.8267, -4.3573], [-4.6199, -1.0101, -4.8227], [-3.1327, -0.0470, -4.6244], [-4.9200, 0.7770, -1.5110], [-4.1891, 1.4257, -3.0256], [-5.7444, 0.5613, -3.0732], [-5.0103, -1.7578, -1.1795], [-5.7692, -1.9410, -2.7696], [-4.2658, -2.8060, -2.4137], [-1.3163, -1.2551, 0.0925], [1.3412, -0.9802, 0.7894], [-0.2108, 2.2855, -3.1772], [2.0280, 3.3937, -3.2450], [3.7168, 2.9097, -1.5027], [3.1882, 1.2082, 0.3437]],
  "forces_ev_per_angstrom": [[-0.16, -0.21, -0.63], [0.13, -0.32, 1.58], [-0.54, 0.51, -0.72], [1.07, 0.09, -0.67], [-0.13, -0.11, 0.28], [-0.32, 0.12, -0.14], [-0.37, 0.05, 0.16], [-0.46, -0.16, -0.05], [-0.05, 0.30, 0.10], [-0.17, 0.05, 0.27], [0.16, 0.30, -0.18], [0.21, 0.05, 0.24], [-0.06, -0.10, 0.23], [0.24, -0.06, 0.22], [0.43, -0.32, -0.28], [0.26, -0.36, 0.20], [-0.18, -0.34, -0.03], [-0.41, 0.00, -0.20], [-0.19, 0.36, -0.13], [0.27, 0.29, 0.13], [0.38, -0.05, -0.52], [-0.38, -0.24, -0.12], [0.01, 0.50, 0.22], [0.01, -0.32, 0.32], [0.27, 0.77, -0.39], [-0.86, 0.28, -0.91], [0.40, 0.33, 0.64], [0.51, 0.00, -0.23], [-0.16, -0.26, -0.50], [0.09, 0.02, -0.56], [-0.04, -1.00, 0.00], [0.63, 1.23, -0.53], [-0.55, -0.45, 0.33], [-0.13, -0.07, 0.26], [-0.25, 0.30, -0.37], [0.05, -1.20, 1.77], [-0.07, 0.20, -0.11], [0.23, 0.00, 0.30], [-0.18, -0.42, -0.10], [-0.01, 0.10, -0.20], [-0.30, -0.07, 0.22], [0.32, -0.10, 0.12], [0.05, -0.01, -0.12], [0.29, 0.12, 0.07], [-0.06, 0.13, 0.07], [0.16, 0.04, -0.29], [-0.62, 0.25, -0.03], [0.40, 0.03, 0.15], [0.07, -0.16, 0.25], [-0.15, -0.24, 0.14], [0.16, 0.13, -0.30]],
  "nbo_charge": [-0.730, 0.493, -0.729, -0.276, -0.026, -0.249, -0.085, -0.223, -0.088, 0.245, 0.283, 0.250, 0.251, 0.258, 0.286, 0.222, 0.245, 0.244, 0.245, 0.228, -0.655, 0.281, -0.653, -0.625, -0.528, 0.931, -0.410, 0.055, -0.344, -0.031, 0.113, -0.202, -0.193, -0.209, -0.221, -0.603, 0.217, 0.229, 0.248, 0.214, 0.239, 0.233, 0.216, 0.230, 0.220, 0.239, 0.242, 0.267, 0.230, 0.225, 0.204]
}

***

Record 2
{
  "formula": "C2H6N2O",
  "method": "wB97M-V/def2-TZVPD",
  "smiles": "NC/C=N\\O",
  "de_lowest_kj_mol": 410.9,
  "orbital_gap_ev": 10.6,
  "lumo_ev": 0.84,
  "total_charge": 0,
  "elements": ["N", "C", "C", "N", "O", "H", "H", "H", "H", "H", "H"],
  "xyz": [[1.2667, 0.3501, -0.7117], [0.5625, 0.0544, 0.6510], [-0.6190, -0.7574, 0.5027], [-1.5533, -0.5987, -0.3775], [-1.7664, 0.7235, -0.6726], [1.7977, -0.4821, -1.0037], [0.5698, 0.5575, -1.3302], [1.2584, -0.5411, 1.3753], [0.2728, 1.0001, 1.2760], [-0.5220, -1.7920, 0.7244], [-1.2672, 1.4857, -0.4338]],
  "forces_ev_per_angstrom": [[1.59, -1.05, 4.41], [2.37, 1.79, 1.89], [-1.25, -2.13, -2.90], [0.81, 1.20, 2.86], [-2.71, -0.27, -2.84], [-0.66, 0.57, 0.18], [-1.99, 0.42, -2.27], [-0.88, 1.32, -1.56], [0.96, -1.11, -1.48], [-0.01, -0.91, 0.47], [1.76, 0.19, 1.25]],
  "nbo_charge": [-0.809, -0.318, -0.026, -0.037, -0.609, 0.366, 0.352, 0.223, 0.203, 0.185, 0.469]
}

***

Record 3
{
  "formula": "C2H3NO2",
  "method": "wB97M-V/def2-TZVPD",
  "de_lowest_kj_mol": 406.9,
  "orbital_gap_ev": 8.0,
  "lumo_ev": -0.73,
  "total_charge": 0,
  "elements": ["C", "C", "N", "O", "O", "H", "H", "H"],
  "xyz": [[0.5119, -1.3337, 2.2295], [0.1427, -0.6817, 1.0506], [0.1438, -1.8003, 3.2481], [-0.7243, 1.0953, -1.6529], [0.8747, -0.3214, 0.0100], [-0.0847, 1.9114, -1.7006], [-1.1533, 1.0964, -2.5999], [0.2892, 0.0340, -0.5848]],
  "forces_ev_per_angstrom": [[-0.58, -0.70, 1.56], [-0.72, 1.31, -2.54], [1.33, 0.42, -1.21], [0.68, 2.45, -2.91], [2.66, -2.85, 5.05], [-1.87, -2.21, 0.11], [1.25, -0.13, 2.80], [-2.75, 1.72, -2.86]],
  "nbo_charge": [0.037, 0.234, -0.212, -0.968, -0.598, 0.488, 0.500, 0.521]
}